Record 1
The following is a quantum chemistry calculation of a 2-piece molecular cluster, C17H26ClF3NO8P3S2 overall, from the Open Molecules 2025 dataset.

XYZ file:
```
61
Properties=species:S:1:pos:R:3:forces:R:3
Cl 5.4839 4.8581 1.1682 -0.63 -0.69 -1.26
S -5.8557 -2.0304 -2.7855 2.18 1.22 -1.17
S -2.5504 -1.8426 0.6601 0.74 0.45 -0.05
P 2.5279 -4.7988 -1.2264 -3.69 -4.94 0.87
P 3.7746 -3.0516 -0.8479 1.37 1.47 0.82
P -1.2837 -1.2945 2.0357 -1.43 -1.58 -0.74
F -7.7983 -2.6116 -0.9782 0.59 -0.07 -1.05
F -8.4862 -2.6513 -3.0543 1.19 -0.05 0.58
F -7.2685 -4.2925 -2.2741 0.18 1.28 -0.07
O 1.7707 -5.3741 0.0389 2.65 2.95 -4.64
O -0.0331 2.9919 1.4698 -1.04 -1.71 1.53
O 3.6363 -6.0876 -1.7429 -0.56 4.03 0.45
O -6.1813 -0.5999 -2.7049 -0.40 -1.30 0.31
O -4.8175 -2.4403 -1.8299 -1.25 -0.05 -0.23
O -3.6552 2.1789 0.9063 1.62 0.08 -2.40
O 1.5033 -4.4860 -2.6089 3.86 0.15 1.58
O -5.5886 -2.4849 -4.1571 -0.88 -0.01 1.42
N 3.4230 -0.2137 0.1760 -2.92 -0.60 1.01
C 3.3293 2.4247 1.1242 1.12 -0.86 -0.28
C 0.4320 -0.7688 1.3823 5.69 1.34 -1.45
C 3.4185 3.3075 -0.2558 0.25 1.14 -0.95
C -5.7879 0.8824 0.6685 1.26 0.74 0.36
C 4.8190 -0.0312 -0.4308 2.21 0.30 0.73
C 4.8435 4.1506 -0.4209 0.04 -0.28 -1.56
C 5.9668 -0.7215 0.5709 4.12 -7.75 4.17
C -1.4659 3.3302 1.5326 -1.53 1.11 -0.17
C 1.3230 -1.9235 0.5793 1.60 3.37 0.44
C 0.3011 1.8563 2.3601 1.33 0.59 0.26
C 1.1360 0.7030 1.5450 1.09 -3.69 -1.70
C -2.3492 2.5698 0.3345 0.68 0.48 0.72
C 2.6668 0.9164 0.9059 -2.41 -1.20 0.57
C 6.7138 -1.7071 1.2846 -5.73 6.34 -5.23
C -7.4064 -2.9277 -2.2544 -1.42 -0.85 0.40
C 2.8295 -1.6280 0.0044 -4.90 2.11 1.91
C -4.5070 1.5802 -0.1419 -2.12 -1.30 -0.30
H 3.3234 2.6668 -1.2492 0.16 1.14 2.19
H 2.1505 -4.1145 -3.3073 -1.63 -0.83 1.22
H 1.0047 2.2900 3.2213 -1.37 -1.05 -1.83
H 4.5407 -5.7015 -1.9432 -1.34 -0.72 0.27
H 0.8269 -2.9740 0.4373 1.23 2.03 0.18
H 5.1413 1.0966 -0.5297 -1.13 -2.24 0.39
H -2.4440 3.3411 -0.5657 -0.02 -1.76 1.78
H -5.9496 1.5755 1.6269 0.25 -1.66 -1.98
H 4.4206 2.2277 1.5656 -2.27 0.49 -1.06
H -0.6347 1.4136 2.9118 1.82 0.66 -1.45
H 4.8945 -0.4780 -1.5354 -0.34 0.74 2.71
H -1.5335 4.5128 1.3852 0.29 -2.66 0.22
H -1.9417 -0.3306 2.8801 1.25 -0.14 -0.13
H 5.7074 3.4858 -0.9070 -1.87 1.35 1.37
H -4.9458 2.3592 -0.9004 1.16 -1.12 1.51
H -3.9870 0.7175 -0.7526 -0.68 1.83 1.27
H 4.7087 5.0700 -1.1661 0.09 -2.09 1.78
H 7.2645 -2.5962 1.8595 -1.35 2.78 -1.49
H -1.7237 1.6329 -0.0179 -1.31 1.66 0.58
H -1.9361 3.1362 2.6102 1.03 0.10 -2.33
H 4.1402 -2.5236 -2.1592 -0.77 -0.29 0.73
H -5.4004 -0.1927 0.9804 -1.24 2.24 -0.58
H 2.5627 4.1367 -0.3271 1.72 -2.12 0.48
H -1.0528 -2.4733 2.8821 0.57 1.41 -0.27
H -6.7753 0.8682 0.0409 2.16 -0.21 1.08
H 2.7746 3.0715 1.9262 0.72 -1.76 -1.57
```
Positions in Å, forces in eV/Å.

Summary:
**Multiplicity**: 1
**Highest occupied orbital energy**: -7.2 eV
**Orbital gap**: 3.6 eV

Record 2
The following is a quantum chemistry calculation of a 2-piece molecular cluster, C17H26ClF8INO2 overall, from the Open Molecules 2025 dataset.

XYZ file:
```
56
Properties=species:S:1:pos:R:3:forces:R:3
I -0.8111 -2.3017 0.8668 0.02 0.00 0.03
Cl -1.0852 -0.1636 -1.9300 0.02 0.00 -0.01
F 6.0471 0.1859 -2.0112 0.01 0.00 -0.01
F 3.2597 -2.0783 -0.1401 0.03 -0.01 0.05
F 3.2374 -5.5014 -0.8599 0.02 0.00 0.05
F 4.9750 -4.3153 -0.2200 -0.01 0.00 0.00
F 3.9155 -1.3494 -2.6030 0.01 0.06 0.00
F 2.7158 -3.7779 1.1252 -0.01 0.02 0.00
F 5.9400 -1.4736 -0.5876 -0.03 0.00 0.00
F 5.5157 -1.5312 -4.0619 -0.07 0.06 -0.04
O 5.2007 -3.1943 -2.6590 0.25 0.04 0.42
O -4.4809 2.6639 -0.4259 -0.11 0.13 0.02
N -3.7962 2.2295 0.5606 0.20 -0.15 -0.30
C -0.6419 -0.1415 0.7355 -0.07 0.03 0.03
C -5.4540 0.4422 0.5140 -0.02 -0.05 0.02
C -1.8655 2.7867 2.0551 -0.03 -0.04 0.03
C -3.9915 0.7692 0.8307 0.10 0.10 0.05
C 3.8101 -4.2573 -0.8910 -0.05 -0.05 0.00
C 2.8163 -3.3557 -0.1534 0.04 -0.05 0.04
C 5.1517 -1.8419 -2.7913 -0.05 0.04 -0.24
C -1.5508 1.9855 -0.3768 0.16 0.05 0.04
C 1.3206 1.3935 1.4537 0.00 0.02 -0.02
C -1.6302 0.4448 -0.2939 0.01 0.08 0.09
C 0.8356 0.2514 0.5436 -0.02 0.04 0.02
C -3.7167 0.4184 2.3065 -0.04 0.03 0.11
C -3.0978 0.0101 -0.1717 -0.10 -0.19 0.03
C 6.1742 -1.1522 -1.8743 0.01 -0.06 -0.03
C -2.4091 2.7932 0.6234 -0.06 -0.11 0.14
C -2.4784 4.2559 0.1609 0.06 0.03 -0.01
C 4.0509 -3.9621 -2.3739 -0.11 -0.12 -0.29
H 4.2434 -4.9341 -2.8252 -0.01 0.03 -0.03
H -1.8918 2.2599 -1.3763 -0.05 -0.02 0.06
H -3.7576 1.3023 2.9434 -0.08 -0.10 -0.07
H 1.3100 2.3642 0.9537 -0.06 -0.04 0.03
H -2.5695 3.2934 2.7196 0.06 0.04 -0.05
H 7.1847 -1.4558 -2.1523 0.01 0.00 0.02
H -3.1527 -1.0581 0.0495 -0.01 0.05 -0.08
H 0.9913 0.5045 -0.5063 0.06 -0.04 0.05
H -4.4829 -0.2685 2.6653 0.07 -0.03 -0.03
H 2.3469 1.2077 1.7734 -0.03 0.03 -0.05
H -2.3052 4.3518 -0.9102 -0.11 0.00 0.02
H 0.7116 1.4827 2.3550 0.06 -0.05 0.00
H -5.6486 0.4277 -0.5559 0.01 0.08 0.03
H -5.7001 -0.5373 0.9281 0.05 0.02 -0.06
H 1.4606 -0.6167 0.7346 -0.06 0.01 0.01
H -0.5134 2.3172 -0.2916 -0.03 -0.02 -0.09
H -0.9670 0.1393 1.7337 0.06 0.05 -0.09
H -3.5434 0.1539 -1.1574 0.01 0.06 0.05
H -0.9231 3.3346 2.0738 -0.02 -0.03 -0.01
H -1.7264 4.8498 0.6832 0.01 -0.06 -0.06
H -3.4605 4.6719 0.3768 0.04 0.01 0.04
H 1.8305 -3.3928 -0.6228 -0.01 0.03 0.01
H -2.7549 -0.0725 2.4602 -0.12 0.04 0.02
H -6.1107 1.1880 0.9640 0.02 -0.06 0.04
H 3.1542 -3.5426 -2.8297 -0.01 0.02 0.05
H -1.6822 1.7963 2.4621 0.01 0.13 -0.03
```
Positions in Å, forces in eV/Å.

Summary:
**Multiplicity**: 2
**Expectation value of S²**: 0.754
**Highest occupied orbital energy (alpha / beta)**: -8.4 / -9.5 eV
**Orbital gap (alpha / beta)**: 8.7 / 9.8 eV

Record 3
The following is a quantum chemistry calculation of C17H26CrN5O4S2 as an isolated structure, from the Open Molecules 2025 dataset.

XYZ file:
```
55
Properties=species:S:1:pos:R:3:forces:R:3
Cr 0.3188 -0.2418 1.1183 -0.25 -0.14 0.34
S 0.6424 -2.4059 1.9969 0.01 0.11 -0.07
S -1.0114 -1.6337 -0.2528 0.13 0.00 0.18
O -0.4502 0.4839 2.5696 0.01 0.44 -0.02
O -1.7503 1.2752 0.1929 -0.04 0.03 -0.05
O 0.7546 2.1366 -0.4790 -0.01 0.02 0.00
O 2.4004 0.8446 1.7738 -0.03 -0.11 0.01
N 0.4682 -6.1202 1.8494 0.00 -0.01 0.01
N 1.8229 -1.9068 -1.7683 0.00 -0.03 0.04
N 4.2921 0.1782 0.6891 -0.08 0.03 0.02
N 2.1232 -0.4835 0.0002 0.06 0.03 -0.17
N -2.0110 -4.9408 -1.6379 0.00 0.04 -0.03
C -1.6852 -0.2804 4.4685 -0.02 -0.03 0.07
C -0.6001 -4.2638 0.4122 0.04 -0.03 -0.02
C 1.7358 2.4568 -1.4413 0.00 -0.03 0.01
C 2.9204 0.2108 0.8586 0.00 -0.08 -0.12
C 0.7995 -0.0225 4.5847 0.04 0.04 0.05
C 4.0600 -1.2726 -1.1655 -0.12 0.00 0.01
C -2.9428 0.9379 0.8908 0.04 0.01 0.02
C -0.6432 2.0044 4.3600 -0.03 0.05 0.06
C 2.6382 -1.2293 -0.9724 0.13 0.00 -0.06
C 4.8258 -0.5629 -0.3163 0.09 0.01 0.03
C -0.3572 -2.9463 0.6959 0.03 0.02 -0.07
C 5.1054 0.9271 1.6428 0.01 -0.03 -0.04
C -0.3619 3.0005 -0.6069 0.06 0.00 -0.01
C -0.0189 -5.2977 1.2080 -0.03 0.03 -0.06
C -1.3929 2.6234 0.4152 0.00 -0.01 0.05
C -0.4895 0.5346 3.9868 -0.06 -0.26 -0.19
C -1.3895 -4.6348 -0.7182 0.02 -0.06 0.10
H 4.9012 0.5788 2.6526 0.00 0.00 0.01
H -1.5610 2.4097 3.9293 0.00 0.00 -0.01
H 2.5690 1.7675 -1.3309 0.02 -0.04 0.03
H 0.8801 -1.0938 4.4000 0.00 0.00 -0.01
H -0.7811 2.9068 -1.6163 -0.01 -0.01 0.00
H -1.7221 -0.3162 5.5597 0.01 0.01 0.00
H -0.6901 2.1291 5.4439 0.00 -0.01 -0.01
H 4.4981 -1.8619 -1.9551 0.01 0.00 0.00
H -2.2655 3.2770 0.2957 0.00 0.00 -0.01
H 0.2043 2.5773 3.9793 0.01 -0.01 -0.01
H 2.1975 -2.5563 -2.4365 -0.01 0.01 -0.02
H 6.1528 0.7690 1.3995 0.00 0.01 0.01
H 1.6631 0.4798 4.1480 -0.01 0.00 -0.01
H -2.7982 1.0556 1.9662 -0.01 0.01 -0.01
H 0.8240 -1.9213 -1.5532 0.00 0.01 -0.02
H -0.0495 4.0414 -0.4551 -0.01 0.01 0.00
H 5.9049 -0.5501 -0.3865 -0.01 0.00 0.00
H -1.6076 -1.3008 4.0908 0.00 0.00 0.00
H -1.0052 2.7394 1.4335 0.01 0.00 -0.01
H 4.8654 1.9865 1.5841 0.00 0.00 0.01
H 0.8147 0.1368 5.6653 -0.01 -0.02 0.00
H -3.7629 1.5769 0.5494 -0.01 -0.01 -0.01
H -2.6206 0.1538 4.1115 0.01 0.00 -0.03
H -3.1689 -0.1010 0.6703 0.01 -0.01 0.01
H 1.3348 2.3608 -2.4563 0.00 0.00 0.00
H 2.1002 3.4803 -1.3008 0.00 0.00 0.00
```
Positions in Å, forces in eV/Å.

Summary:
**Multiplicity**: 4
**Relative energy (zero: lowest compared OMol25 entry of this formula, charge and spin)**: 0.000 eV
**Expectation value of S²**: 3.828
**Highest occupied orbital energy (alpha / beta)**: -7.8 / -8.0 eV
**Orbital gap (alpha / beta)**: 7.5 / 7.6 eV

Record 4
The following is a quantum chemistry calculation of one molecule with the formula C17H26N4O3, from the Open Molecules 2025 dataset.

XYZ file:
```
50
Properties=species:S:1:pos:R:3:forces:R:3
O -3.7293 -2.5084 1.2440 0.01 -0.06 -0.03
O -0.3328 0.5853 -0.2239 0.02 0.02 0.01
O -4.8958 -1.6911 -2.3180 0.00 0.00 0.00
N 1.9755 2.2822 -0.0225 0.00 0.00 0.00
N 0.5025 -0.5196 1.5480 -0.03 0.07 -0.05
N -3.2181 -0.7226 -0.0702 -0.05 -0.03 -0.01
N -5.3743 0.4587 -2.5558 0.00 0.01 0.02
C -2.9023 -1.7945 0.7087 -0.03 0.13 -0.01
C 1.5120 2.9046 1.2030 0.00 0.00 0.00
C 3.2809 2.8073 -0.3989 0.00 0.00 0.00
C 2.6792 -1.7447 2.0251 0.00 -0.01 -0.01
C 2.0239 0.8306 0.1075 0.01 0.00 0.00
C 0.6385 0.3012 0.4654 0.02 -0.02 0.04
C -4.9686 -0.4653 -1.7546 0.00 0.00 0.00
C -5.5976 -0.1977 -3.7596 0.00 -0.02 -0.02
C 1.5558 -0.8531 2.4667 0.02 0.00 0.02
C -4.5859 -0.3296 -0.3196 0.01 -0.02 0.02
C -0.8727 -0.8981 1.8613 0.01 0.01 -0.03
C -1.4079 -1.9550 0.8830 0.00 -0.01 -0.01
C 1.6287 -2.2685 2.9577 -0.01 -0.01 -0.01
C 3.7956 0.7213 -1.6709 0.00 0.00 0.00
C 2.4469 0.1844 -1.2128 0.00 0.00 0.00
C 3.7488 2.2429 -1.7298 0.00 0.00 0.00
C -5.3014 -1.5003 -3.6074 0.00 0.01 0.00
H 3.6682 -1.5379 2.4097 0.00 0.00 0.01
H -5.9484 0.3183 -4.6360 0.00 0.00 0.00
H -2.4602 -0.1454 -0.4096 0.04 0.02 -0.01
H -4.7577 0.7083 -0.0365 0.00 0.00 0.00
H -1.4845 0.0012 1.7831 -0.04 -0.02 0.06
H 4.0604 0.3018 -2.6432 0.00 0.00 0.00
H 4.0336 2.5782 0.3815 0.00 0.00 0.00
H 3.0525 2.5596 -2.5105 0.00 0.00 0.00
H 4.7304 2.6535 -1.9747 0.00 0.00 0.00
H 2.4795 -0.9016 -1.0915 0.00 0.00 0.00
H 1.8018 -0.0808 3.1886 0.00 0.00 0.00
H 0.4948 2.5839 1.4293 0.00 0.00 0.00
H 0.9126 -2.9693 2.5514 0.00 0.00 0.00
H 4.5736 0.4080 -0.9655 0.00 0.00 0.00
H 2.7478 0.5541 0.8901 0.00 -0.01 0.00
H 2.6490 -2.0946 1.0026 0.00 0.00 0.00
H -0.9337 -1.7839 -0.0826 0.04 -0.08 0.00
H 2.1593 2.6680 2.0663 0.00 0.00 0.00
H 1.6741 0.4113 -1.9505 0.00 0.00 0.00
H -0.9166 -1.2509 2.8893 0.06 -0.03 -0.01
H 1.4992 3.9871 1.0779 0.00 0.00 0.00
H -5.2140 -0.9740 0.2963 -0.01 0.01 0.00
H 3.2000 3.8944 -0.4544 0.00 0.00 0.00
H 1.8824 -2.4276 3.9956 0.01 0.00 0.00
H -5.3164 -2.3633 -4.2469 0.00 0.00 0.00
H -1.1895 -2.9685 1.2139 -0.05 0.01 0.05
```
Positions in Å, forces in eV/Å.

Summary:
**Multiplicity**: 1
**Relative energy (zero: lowest compared OMol25 entry of this formula, charge and spin)**: 1.922 eV
**Highest occupied orbital energy**: -8.8 eV
**SMILES**: CN1CCCC[C@@H]1C(=O)N(CCC(=O)NCc1ncco1)C1CC1
**Orbital gap**: 9.6 eV

| no. | E (eV) |
| --- | --- |
| 1 | -106113.471 |
| 2 | -65997.521 |
| 3 | -83784.524 |
| 4 | -30153.728 |